The following is a quantum chemistry calculation of a molecular structure, C55H56N4OP2S3SiTi at a distorted geometry, from the Open Molecules 2025 dataset.

```
! wB97M-V def2-TZVPD RIJCOSX def2/J DEFGRID3
* xyz -2 3
Ti -0.51510 0.15166 -0.12690
S -0.90398 1.48048 3.66651
P -1.59712 -0.22799 2.86044
C -0.76322 -1.08524 1.61459
P 0.40675 -2.21672 2.17321
S 2.31397 -2.19068 1.52355
C 0.63640 -2.32424 4.01020
C 0.34855 -3.45230 4.76703
C 0.66391 -3.50331 6.12330
C 1.25843 -2.41657 6.74506
C 1.53013 -1.27417 6.00217
C 1.23004 -1.23371 4.64867
C -0.19359 -3.92164 1.75161
C -1.41057 -4.08003 1.10828
C -1.84426 -5.33963 0.68948
C -1.06221 -6.45538 0.92901
C 0.16347 -6.31009 1.57397
C 0.59874 -5.05090 1.96667
C -3.31855 0.09801 2.27344
C -3.80852 -0.49900 1.12215
C -5.14367 -0.33567 0.75406
C -6.00132 0.40564 1.55090
C -5.51899 1.00095 2.70923
C -4.18203 0.84948 3.06435
C -2.08183 -1.33422 4.27791
C -2.71138 -2.54073 3.98854
C -3.16239 -3.37706 5.00436
C -2.99083 -3.00624 6.33059
C -2.38294 -1.79618 6.62688
C -1.94059 -0.95822 5.60190
H -0.14583 -4.29802 4.30735
H 0.42886 -4.39483 6.69422
H 1.49106 -2.45236 7.80382
H 1.96596 -0.40352 6.48133
H 1.42936 -0.33773 4.07823
H -2.00525 -3.19258 0.91881
H -2.78681 -5.43587 0.16393
H -1.39385 -7.43502 0.60241
H 0.78916 -7.17777 1.75256
H 1.57418 -4.92688 2.42250
H -3.13304 -1.06222 0.49283
H -5.50055 -0.78038 -0.16692
H -7.04245 0.52246 1.26964
H -6.18069 1.59252 3.33211
H -3.78948 1.33409 3.95195
H -2.85288 -2.82354 2.95424
H -3.64506 -4.31640 4.75671
H -3.32610 -3.66086 7.12798
H -2.24845 -1.49696 7.66076
H -1.45989 -0.00866 5.81784
C 1.02652 -0.41138 -1.57451
Si 1.90268 0.55709 -2.82852
C 1.25810 2.28049 -3.26786
N 1.18802 3.33032 -2.25173
C 0.12767 4.29475 -2.49947
C 0.40232 5.18433 -3.72041
C 1.89539 5.57267 -3.78232
C 2.54725 5.42414 -2.40733
C 2.47918 3.96222 -1.95402
C 1.69524 -0.22237 -4.55572
C 2.45354 0.20548 -5.65336
C 2.33200 -0.38981 -6.90590
C 1.42756 -1.43023 -7.09298
C 0.64126 -1.85218 -6.02984
C 0.77510 -1.25565 -4.77664
C 3.78023 0.57230 -2.46599
C 4.70936 -0.19883 -3.17429
C 6.03209 -0.32139 -2.75069
C 6.46131 0.32034 -1.59629
C 5.55423 1.07988 -0.86532
C 4.23934 1.19841 -1.29808
H 1.75500 -0.70077 -0.80907
H 0.72230 -1.34019 -2.05801
H 0.23398 2.05018 -3.59406
H 1.79448 2.62761 -4.17689
H 0.00978 4.92113 -1.61172
H -0.81307 3.76107 -2.61366
H -0.23155 6.07612 -3.65601
H 0.11474 4.65966 -4.63643
H 2.01714 6.58915 -4.16430
H 2.42047 4.90944 -4.47833
H 2.03972 6.07353 -1.68365
H 3.59522 5.73723 -2.43322
H 2.70363 3.90116 -0.88184
H 3.26734 3.40692 -2.47237
H 3.16301 1.02213 -5.52646
H 2.94434 -0.04546 -7.73376
H 1.33616 -1.90533 -8.06376
H -0.08109 -2.64812 -6.16849
H 0.13820 -1.59586 -3.96245
H 4.39810 -0.73314 -4.06570
H 6.72427 -0.93335 -3.31933
H 7.48540 0.21151 -1.25686
H 5.86365 1.56463 0.05496
H 3.54548 1.77028 -0.68811
S -3.35584 2.69581 -2.42284
C -3.16003 3.62777 -0.97974
C -2.43456 2.95442 -0.04928
C -1.99066 1.63563 -0.44341
C -2.45841 1.36466 -1.71625
C -2.39689 0.03357 -2.28404
C -2.96174 -0.37644 -3.48095
C -2.91633 -1.70858 -3.87677
C -2.24843 -2.63096 -3.00757
C -1.69162 -2.16942 -1.85350
N -1.73978 -0.86662 -1.43051
H -3.59734 4.61777 -0.91719
H -2.24275 3.37126 0.93463
H -3.44801 0.37104 -4.10311
H -3.36610 -2.03513 -4.80784
H -2.15991 -3.68209 -3.25782
H -1.13821 -2.84011 -1.21000
C 0.60322 4.17694 1.46866
N 1.66185 3.25392 1.86026
C 1.58763 1.95494 1.42444
N 2.47584 1.07683 1.94104
O 0.81365 1.64036 0.51714
H 0.99875 5.19516 1.45005
H -0.25538 4.11883 2.13951
H 0.26749 3.90264 0.47423
H 1.98790 3.34659 2.80789
H 2.95136 1.29924 2.79693
H 2.35367 0.09012 1.72335
*
```

HOMO energy (spin up / spin down) ... 0.42 / -2.26 eV
LUMO energy (spin up / spin down) ... 4.1 / 4.1 eV
ΔE to the lowest compared entry with this formula, charge and spin ... 0.0 kcal per mole
Orbital gap (spin up / spin down) ... 3.7 / 6.4 eV
<S²> ... 2.027

Atomic partial charges in e from the Mulliken method, atoms 1 to 4: number 1, Ti, carries -2.414; number 2, S, carries -0.684; number 3, P, carries 1.730; number 4, C, carries 1.416